1.
A 4-piece molecular cluster, C31H56INO6 overall, computed with ωB97M-V with the def2-TZVPD basis set.

As for the charge: 0. The calculation puts the total energy at -54914.704 eV. The HOMO energy is -0.3299 hartree. The LUMO energy is -1.255 eV. As for the spin multiplicity: 1.

Each line ends with the Mulliken charge.
Geometry (Å):
C: -1.46028 3.03179 2.41560  -0.965
C: -1.33627 2.44405 0.87871  -0.098
C: -1.38813 0.77361 0.82973  -0.510
I: -2.99611 0.19098 2.21109  0.164
C: 0.08844 0.16728 1.20313  0.947
C: 1.48355 1.08842 1.24919  -0.156
C: 2.92726 0.34211 1.64280  0.473
C: 4.37091 1.18681 1.66347  -0.781
C: 4.35117 2.50221 0.68041  -0.533
C: 4.49826 2.16509 -0.91814  -0.496
C: 3.72306 3.30257 -1.86660  -0.729
C: 2.11727 3.03472 -1.66579  0.269
C: 1.17448 3.53260 -2.91545  -0.811
C: 0.61908 2.32567 -3.87954  -0.208
O: 0.22563 1.09273 -3.13772  -0.265
C: 0.92976 -0.08852 -3.71887  -0.558
C: 3.05266 -1.25855 2.03792  -0.923
C: 1.67737 -2.14935 1.98803  0.021
C: 0.27255 -1.42226 1.55773  -0.061
C: -0.77230 -2.68407 1.59750  0.095
O: -1.94073 -2.91674 0.99522  -0.578
N: -0.10749 -3.73635 2.50959  -0.225
C: 1.39506 -3.73337 2.30302  0.288
O: 2.31221 -4.70283 2.35619  -0.566
H: -2.61286 3.20893 2.65794  0.301
H: -0.98206 2.32068 3.22941  0.271
H: -0.94548 4.08538 2.56629  0.315
H: -0.45021 2.89305 0.25978  -0.204
H: -2.33545 2.78662 0.32514  0.401
H: -1.64122 0.51845 -0.30727  0.441
H: 1.49346 2.23173 0.99195  -0.004
H: 5.15983 0.42658 1.19027  0.299
H: 4.66996 1.47113 2.77366  0.362
H: 5.31425 3.14402 0.97310  0.346
H: 3.43324 3.22985 0.86704  0.272
H: 4.14754 1.09373 -1.23332  0.265
H: 5.64691 2.26141 -1.22024  0.344
H: 4.00918 4.40651 -1.57441  0.268
H: 4.00624 3.18970 -3.01629  0.316
H: 1.77741 3.65531 -0.71464  0.132
H: 1.99250 1.89352 -1.39102  -0.055
H: 0.21424 4.03429 -2.42606  0.285
H: 1.67740 4.36359 -3.57101  0.296
H: 1.41403 2.09257 -4.73275  0.353
H: -0.36925 2.74175 -4.39524  -0.010
H: 2.04110 -0.18997 -3.30431  0.183
H: 0.36281 -1.09915 -3.44737  0.239
H: 0.93584 -0.02918 -4.89116  0.274
H: 4.04082 -1.80602 2.34713  0.287
H: -0.35739 -4.59895 1.94089  0.322
C: -1.69268 3.13335 -8.47918  -1.056
C: -1.61870 4.23349 -7.43563  -0.328
O: -0.28797 4.53881 -7.02675  -0.366
C: 0.59550 5.01613 -8.03736  -0.334
C: 0.14266 6.32275 -8.66590  -1.050
H: -1.15222 2.24253 -8.14306  0.274
H: -2.73432 2.86204 -8.67721  0.395
H: -1.24424 3.44834 -9.42600  0.260
H: -2.15020 3.89992 -6.53784  0.343
H: -2.12798 5.14044 -7.77796  0.308
H: 0.75825 4.24540 -8.79740  0.314
H: 1.56257 5.18062 -7.55076  0.302
H: -0.78177 6.19257 -9.23624  0.258
H: 0.90689 6.70323 -9.34980  0.387
H: -0.05154 7.07580 -7.89596  0.295
C: -6.09545 -2.21777 2.70075  -0.723
C: -7.22884 -1.68465 3.55865  -0.361
O: -7.51925 -0.30922 3.32389  -0.423
C: -7.94254 0.03717 2.00840  -0.214
C: -9.23632 -0.64182 1.59307  -1.071
H: -5.20523 -1.58803 2.79859  -0.086
H: -5.84002 -3.24048 2.99512  0.395
H: -6.36810 -2.23381 1.64141  0.268
H: -6.93773 -1.76486 4.61155  0.323
H: -8.13429 -2.28912 3.44079  0.300
H: -7.14291 -0.15678 1.28649  0.226
H: -8.10273 1.12040 2.00984  0.342
H: -9.10662 -1.72377 1.49636  0.265
H: -9.57660 -0.25801 0.62693  0.394
H: -10.01931 -0.47176 2.33848  0.277
C: 5.29971 -8.09808 6.45153  -1.008
C: 4.16632 -7.56495 7.30943  -0.302
O: 3.87591 -6.18952 7.07467  -0.437
C: 3.45262 -5.84313 5.75918  -0.267
C: 2.15884 -6.52213 5.34385  -0.874
H: 6.18993 -7.46834 6.54937  0.277
H: 5.55514 -9.12078 6.74590  0.382
H: 5.02706 -8.11412 5.39219  0.257
H: 4.45743 -7.64517 8.36233  0.321
H: 3.26087 -8.16942 7.19157  0.286
H: 4.25225 -6.03708 5.03727  0.275
H: 3.29243 -4.75990 5.76062  0.281
H: 2.28854 -7.60408 5.24714  0.269
H: 1.81856 -6.13832 4.37770  0.251
H: 1.37586 -6.35207 6.08925  0.284

2.
One molecule with the formula C4H9N, computed with ωB97M-V with the def2-TZVPD basis set.

As for the charge: 0. The calculation puts the total energy at -5782.766 eV. The HOMO energy is -0.3270 hartree. The LUMO energy is 1.208 eV. As for the spin multiplicity: 1. As for the energy relative to the best compared isomer or geometry (same formula, charge and spin): 24.1 kcal/mol.

Each line ends with the natural charge from an NBO analysis.
Geometry (Å):
C: -1.61304 -0.27734 -1.05044  -0.615
C: -0.43536 0.36018 -0.29560  -0.225
C: -0.11228 0.02419 1.16949  -0.211
N: 1.31834 0.13878 0.86203  -0.618
C: 1.04198 -0.05694 -0.57348  -0.216
H: -1.73928 -1.37974 -0.79693  0.205
H: -2.50247 0.29810 -0.66809  0.212
H: -1.62122 -0.16249 -2.12391  0.217
H: -0.46378 1.42756 -0.37906  0.200
H: -0.40354 0.68692 2.02720  0.194
H: -0.39062 -1.06149 1.33816  0.158
H: 1.91862 -0.52194 1.27907  0.353
H: 1.04477 -1.10855 -0.95367  0.159
H: 1.64137 0.54963 -1.25689  0.187

3.
A 2-piece molecular cluster, C4H8N2O2 overall, computed with ωB97M-V with the def2-TZVPD basis set.

As for the charge: 0. The calculation puts the total energy at -11348.867 eV. The HOMO energy is -0.3496 hartree. The LUMO energy is -1.320 eV. As for the spin multiplicity: 1. As for the energy relative to the best compared isomer or geometry (same formula, charge and spin): 121.0 kcal/mol.

Each line ends with the natural charge from an NBO analysis.
Geometry (Å):
C: -2.13488 -0.10500 0.45203  -0.694
C: -1.02602 0.93666 0.30456  0.598
N: -0.57173 1.02492 -1.02766  -0.819
O: -1.15054 2.03902 0.89337  -0.575
H: -3.09613 0.34043 0.19124  0.248
H: -2.14632 -0.44128 1.48917  0.240
H: -1.95294 -0.96788 -0.19316  0.212
H: -0.88626 0.40144 -1.75826  0.394
H: -0.04853 1.86092 -1.25749  0.399
C: 2.31557 -0.92773 -0.56369  -0.240
O: 0.98673 -0.81470 -0.11327  -0.502
C: 0.69327 -0.16968 1.26069  0.450
N: 1.02239 -0.24957 2.37565  -0.284
H: 2.89525 -1.48988 0.17953  0.186
H: 2.78285 0.04988 -0.72742  0.182
H: 2.31730 -1.48756 -1.50528  0.207

4.
A 2-piece molecular cluster, H5NOSi overall, computed with ωB97M-V with the def2-TZVPD basis set.

As for the charge: 0. The calculation puts the total energy at -11494.243 eV. The HOMO energy is -0.3566 hartree. The LUMO energy is -0.341 eV. As for the spin multiplicity: 1. As for the energy relative to the best compared isomer or geometry (same formula, charge and spin): 81.9 kcal/mol.

Each line ends with the natural charge from an NBO analysis.
Geometry (Å):
N: 0.34393 1.22458 0.69836  -1.306
Si: 1.26334 0.38285 -0.29895  1.300
H: 0.42064 1.27884 1.65510  0.370
H: 1.20973 1.03899 -1.58150  -0.175
H: 1.82017 -0.91682 0.01775  -0.192
O: -1.90307 -1.18815 -0.36069  -0.928
H: -1.36304 -0.51644 -0.66151  0.464
H: -1.79169 -1.30386 0.53144  0.467

5.
C38H23BrCl6N5O3STc as an isolated structure, computed with ωB97M-V with the def2-TZVPD basis set.

As for the charge: +1. The calculation puts the total energy at -211578.354 eV. The HOMO energy (alpha / beta) is -0.3885 / -0.3940 hartree. The LUMO energy (alpha / beta) is -3.094 / -4.501 eV. As for the spin multiplicity: 4. Its expectation value of S² is 3.788.

Each line ends with the natural charge from an NBO analysis.
Geometry (Å):
Tc: -0.59248 -0.69005 0.26500  1.202
Cl: 1.15634 1.13436 -6.61887  0.027
C: 0.52146 0.91686 -5.02260  -0.086
C: -0.77929 1.33548 -4.73450  -0.168
C: -1.29004 1.18805 -3.46557  -0.249
C: -0.52473 0.60129 -2.44690  0.360
O: -1.04115 0.53682 -1.23520  -0.670
C: 0.77805 0.15672 -2.74910  -0.150
C: 1.67083 -0.43552 -1.78974  0.236
N: 1.39570 -0.86258 -0.60055  -0.526
C: 2.43921 -1.57207 0.08131  0.212
C: 3.14517 -2.54309 -0.57816  -0.222
C: 4.05064 -3.38654 0.09578  -0.185
C: 4.20829 -3.28083 1.44345  -0.188
C: 3.51344 -2.27711 2.15852  -0.021
C: 3.63820 -2.13468 3.55942  -0.113
C: 2.97357 -1.13397 4.20296  -0.263
C: 2.19909 -0.25180 3.43109  0.100
N: 2.03917 -0.36759 2.13653  -0.471
C: 2.65852 -1.38268 1.47634  0.099
C: 1.29307 0.34588 -4.04291  -0.159
H: -1.37522 1.78752 -5.51629  0.240
H: -2.28685 1.53101 -3.22365  0.236
H: 2.70033 -0.54055 -2.12736  0.203
H: 2.94645 -2.72464 -1.62594  0.230
H: 4.57657 -4.14757 -0.46378  0.235
H: 4.86010 -3.95408 1.98551  0.231
H: 4.26639 -2.82968 4.10330  0.232
H: 3.04076 -0.99761 5.27250  0.242
H: 1.69580 0.58592 3.90266  0.205
H: 2.30727 0.04028 -4.26576  0.231
C: -0.64866 2.90715 2.85915  -0.418
N: -1.04582 1.67452 2.13607  -0.338
C: -2.40704 1.39456 2.33525  -0.129
C: -3.07311 0.38451 1.74710  0.072
N: -2.49882 -0.49781 0.92373  -0.521
C: -0.21047 0.96748 1.41064  0.051
S: 1.38867 1.68217 1.09244  0.624
C: -3.19346 -1.38034 0.11944  0.395
C: -4.55781 -1.63689 0.06813  -0.281
C: -4.99299 -2.53816 -0.88529  -0.111
C: -4.08194 -3.13671 -1.74865  -0.274
C: -2.74289 -2.82839 -1.61623  0.102
N: -2.30659 -1.97570 -0.68914  -0.478
H: -1.10292 2.86568 3.84541  0.222
H: -1.01654 3.76843 2.30764  0.235
H: 0.42935 2.95811 2.94160  0.238
H: -2.91410 2.08268 2.98847  0.230
H: -4.13312 0.29605 1.95469  0.219
H: -5.25339 -1.15336 0.73740  0.232
H: -6.04690 -2.77020 -0.96233  0.235
H: -4.40247 -3.83301 -2.50900  0.240
H: -1.99766 -3.27086 -2.26003  0.218
Cl: -0.92967 -1.13286 3.75067  0.018
C: -0.23250 -2.45977 2.87562  0.041
C: -0.20206 -2.42775 1.48016  -0.305
C: 0.27289 -3.59357 0.87291  -0.059
Cl: 0.23538 -3.74760 -0.86182  0.029
C: 0.81363 -4.66425 1.58167  -0.097
Cl: 1.44929 -6.03729 0.77099  0.076
C: 0.85530 -4.60280 2.97180  -0.075
Cl: 1.57854 -5.87017 3.87118  0.084
C: 0.30266 -3.50497 3.62619  -0.132
Cl: 0.31773 -3.44311 5.34268  0.073
Br: -2.28418 7.73030 -3.55677  0.095
C: -1.25839 6.38554 -2.72298  -0.058
C: -0.62702 5.42870 -3.50396  -0.245
C: 0.12506 4.44524 -2.88631  -0.152
C: 0.22819 4.41134 -1.49947  -0.134
C: -0.40742 5.37960 -0.72842  -0.162
C: -1.14778 6.37642 -1.33948  -0.246
C: 1.02667 3.31510 -0.90316  0.785
O: 0.73628 3.12159 0.41822  -0.700
O: 1.80009 2.62294 -1.50633  -0.583
H: -0.72131 5.45982 -4.58027  0.238
H: 0.63927 3.69464 -3.47183  0.239
H: -0.31082 5.36326 0.34815  0.223
H: -1.63580 7.14213 -0.75343  0.236

6.
A 9-piece molecular cluster, C19H43Cl9N6O7 overall, computed with ωB97M-V with the def2-TZVPD basis set.

As for the charge: 0. The calculation puts the total energy at -156376.874 eV. The HOMO energy is -0.3039 hartree. The LUMO energy is 0.055 eV. As for the spin multiplicity: 1.

Each line ends with the Mulliken charge.
Geometry (Å):
C: 4.14182 4.06459 -1.49424  -0.266
O: 3.56922 4.95934 -2.40720  -0.368
C: 2.54461 5.79936 -1.89675  -0.855
C: 1.19573 5.10474 -1.82241  -0.053
N: 0.63001 4.95700 -0.48114  -0.314
C: -0.82292 4.87382 -0.41318  -0.569
C: -1.29240 4.41161 0.95771  -0.959
O: -1.27177 3.00895 1.01733  0.002
C: -1.93057 2.51854 2.14921  -0.850
H: 4.92387 4.57249 -0.89955  0.300
H: 4.64837 3.28324 -2.05705  0.252
H: 3.45216 3.66171 -0.74719  -0.091
H: 2.46787 6.59608 -2.64141  0.331
H: 2.87010 6.33161 -0.99834  0.396
H: 1.26788 4.09796 -2.23858  -0.056
H: 0.45162 5.63423 -2.42254  0.505
H: 0.94405 4.08320 -0.05782  0.250
H: -1.27377 4.20926 -1.16632  0.234
H: -1.27015 5.84569 -0.65239  0.458
H: -2.30492 4.81731 1.11991  0.533
H: -0.77771 4.94535 1.76962  0.391
H: -1.64591 1.47588 2.31264  0.124
H: -3.02257 2.51628 2.03271  0.340
H: -1.71428 3.04566 3.08626  0.374
Cl: -3.01213 -6.48379 -0.55532  -0.168
C: -2.37732 -4.97962 -1.30159  0.922
Cl: -3.75501 -4.07699 -1.89537  -0.159
Cl: -1.26595 -5.31191 -2.59770  -0.156
H: -1.93114 -4.40270 -0.49863  -0.573
Cl: 0.10101 2.32294 -3.60558  -0.091
C: 1.01021 3.13368 -4.91798  0.260
Cl: 0.08572 4.48549 -5.58070  -0.138
Cl: 1.35818 2.01635 -6.21096  -0.140
H: 1.91421 3.49970 -4.44401  0.088
Cl: -4.82862 -2.47201 2.89618  -0.143
C: -3.20933 -3.17560 3.07344  0.934
Cl: -3.27017 -4.73028 3.94638  -0.152
Cl: -2.14701 -2.04462 3.89497  -0.133
H: -2.81207 -3.42012 2.09652  -0.553
C: 4.58056 -1.78009 2.59542  -1.095
C: 3.29538 -2.49153 2.18417  0.687
N: 3.35239 -3.83276 1.99310  -0.420
O: 2.24832 -1.87765 2.19595  -0.653
H: 4.31697 -0.99211 3.29680  0.249
H: 4.94222 -1.24372 1.71172  0.282
H: 5.40338 -2.37253 2.98928  0.408
H: 2.49690 -4.23803 1.64619  0.221
H: 4.23422 -4.30562 1.99635  0.185
C: 1.90710 0.97335 2.32253  -0.153
C: 2.20273 2.27716 1.59878  0.551
N: 2.90342 3.21882 2.27379  -0.399
O: 1.86768 2.39025 0.43786  -0.619
H: 2.52103 0.19041 1.86922  -0.072
H: 0.87762 0.72702 2.07311  -0.467
H: 2.14887 0.93969 3.38339  0.581
H: 3.11237 4.06655 1.77195  0.261
H: 3.43448 2.90331 3.06305  0.199
C: -0.28744 0.03946 -0.90813  -0.263
C: -0.71704 -1.33600 -0.42011  0.520
N: -0.26867 -1.70740 0.79442  0.391
O: -1.55594 -1.97485 -1.04702  -0.491
H: -0.19884 0.81191 -0.14477  -0.017
H: -1.02603 0.39911 -1.62290  -0.247
H: 0.63446 0.01393 -1.49330  0.362
H: -0.54627 -2.49897 1.35382  -0.087
H: 0.60380 -1.34950 1.16224  0.141
C: -0.28538 -6.55580 2.80537  -1.185
C: 0.01018 -5.74650 1.57303  0.608
N: 0.42319 -6.38385 0.45899  -0.253
O: -0.23557 -4.54364 1.56958  -0.526
H: -1.35794 -6.74312 2.88002  0.203
H: -0.04654 -5.94426 3.67195  0.271
H: 0.20536 -7.52921 2.80779  0.447
H: 0.57439 -7.37102 0.37070  0.147
H: 0.79372 -5.80290 -0.27833  0.254
C: -5.74636 -1.77642 -3.47975  -0.832
C: -4.93503 -0.49804 -3.44609  0.736
N: -3.70539 -0.53189 -2.89094  -0.084
O: -5.37823 0.53676 -3.94007  -0.671
H: -5.82377 -2.16754 -2.46222  0.200
H: -5.26079 -2.51387 -4.11766  0.237
H: -6.74258 -1.52683 -3.82636  0.293
H: -3.36870 -1.36245 -2.42818  0.120
H: -3.24514 0.33593 -2.69370  0.075

What is the charge in the third record? 0

What is the charge in the fifth record? +1